This record from the Open Molecules 2025 dataset describes a molecular structure, C19H18AuN5O3. The level of theory is the ωB97M-V functional and the def2-TZVPD basis.

Each line ends with the natural charge from an NBO analysis.
Positions of all 46 atoms, in Å:
Au1 1.58114 0.13818 -0.13718  1.3384
O1 0.96964 3.98808 0.94102  -0.4713
C1 1.14564 2.79138 0.98572  0.5965
N1 2.10674 2.13588 0.29462  -0.4647
C2 2.93084 2.78008 -0.66548  -0.3071
C3 3.54814 1.80398 -1.61628  0.2294
C4 4.48224 2.23668 -2.55338  -0.2113
C5 5.06334 1.32008 -3.41248  -0.0827
C6 4.70874 -0.02002 -3.30448  -0.2167
C7 3.76824 -0.38022 -2.35428  0.0606
N2 3.19314 0.51018 -1.54768  -0.4901
C8 0.32224 1.88318 1.85582  0.0986
C9 -0.50666 2.45068 2.81512  -0.1703
C10 -1.23626 1.61368 3.64622  -0.0975
C11 -1.08226 0.24098 3.51072  -0.1941
C12 -0.24276 -0.24812 2.51982  0.0577
N3 0.41444 0.56118 1.70202  -0.4436
H1 3.73044 3.32098 -0.13108  0.2720
H2 2.38544 3.56068 -1.21798  0.2588
H3 4.75374 3.28048 -2.59248  0.2600
H4 5.78074 1.64408 -4.15148  0.2613
H5 5.12834 -0.76342 -3.96518  0.2677
H6 3.45894 -1.41092 -2.24588  0.2347
H7 -0.52786 3.52818 2.89362  0.2778
H8 -1.89986 2.02938 4.39022  0.2631
H9 -1.60166 -0.44952 4.15492  0.2720
H10 -0.08766 -1.30862 2.38472  0.2377
O2 -2.68956 -5.68942 0.42142  -0.7204
C13 -3.70946 -4.76002 0.53352  0.0894
N4 -3.25316 -3.55192 -0.10418  -0.6039
C14 -3.34156 -2.36882 0.52412  0.6506
O3 -3.82696 -2.21452 1.62362  -0.5856
C15 -2.69936 -1.19452 -0.16378  -0.1247
C16 -3.37216 0.00818 -0.35298  -0.0946
C17 -2.66726 1.09308 -0.85658  -0.2085
C18 -1.30626 0.95318 -1.07538  0.0244
N5 -0.66026 -0.18492 -0.83428  -0.5317
C19 -1.33416 -1.24812 -0.42018  0.0329
H11 -2.97236 -6.56042 0.72872  0.4962
H12 -3.93266 -4.48382 1.58352  0.1984
H13 -4.64026 -5.12032 0.06112  0.1727
H14 -2.82226 -3.65272 -1.01298  0.4120
H15 -4.41956 0.08698 -0.10178  0.2631
H16 -3.14926 2.03838 -1.04468  0.2576
H17 -0.71196 1.77278 -1.45418  0.2150
H18 -0.77876 -2.16032 -0.25408  0.2202

charge = +2
2S+1 = 1
HOMO energy (alpha / beta) = -14.63 / -14.63 eV
frontier orbital gap (alpha / beta) = 4.610 / 4.586 eV